Here is a single C5H8O3S molecule at a distorted geometry from OMol25. Energies are from ωB97M-V/def2-TZVPD.

Summary:
- HOMO level (eV) = -8.597
- largest force on an atom (eV/A) = 4.45
- energy (eV) = -22287.590
- SMILES = C=[S@@]1(=O)C[C@H]2O[C@@]2(C)O1

ORCA input file:
```
! wB97M-V def2-TZVPD RIJCOSX def2/J DEFGRID3
* xyz 0 1
S -1.3169 -0.0391 -0.1152
O -1.4679 0.7367 1.0873
O 1.7351 -1.0047 -0.3931
O -0.0200 0.3988 -1.0173
C -2.6847 0.1417 -1.0359
C 0.9116 -0.8785 0.7711
C -0.3560 -1.4442 0.6495
C 1.9018 1.4707 -0.1720
C 1.1601 0.2076 -0.2711
H -0.8204 -1.7045 1.5352
H -0.2995 -2.3956 0.1554
H 1.8809 1.6260 0.8696
H 1.2244 2.1810 -0.5364
H -2.6985 -0.3146 -1.9868
H 2.8560 1.4208 -0.6399
H -3.5601 0.4022 -0.4982
H 1.5541 -0.8045 1.5979
*
```